Entry i
A 4-piece molecular cluster, C4H16NO3 overall, computed with the ωB97M-V functional and the def2-TZVPD basis.

Properties
HOMO level = -13.34 eV
frontier orbital gap = 0.385 Ha
LUMO level = -2.9 eV

The geometry in ORCA input format:
```
! RIJCOSX wB97M-V def2-TZVPD def2/J DEFGRID3
* xyz 1 1
C -0.62186 -0.80776 -0.04390
C 0.35185 -1.96327 0.16553
C 1.54385 -1.54067 0.96725
C 1.71346 -1.87293 2.23874
N -0.17665 0.01942 -1.23182
H -1.68841 -1.02475 -0.15854
H -0.74065 -0.07143 0.73913
H -0.19490 -2.78462 0.64215
H 0.53225 -2.42382 -0.80499
H 2.37503 -1.06337 0.45691
H 2.46580 -1.54184 2.94339
H 0.91474 -2.38025 2.76958
H -0.91725 0.64836 -1.53025
H 0.63779 0.53178 -0.90460
H 0.16197 -0.55092 -1.98038
H -2.55585 2.30259 -2.06642
H -2.42317 2.35298 -0.57093
O -2.22740 1.77437 -1.32630
H -1.28536 1.87341 2.20527
H -2.78658 1.65776 2.54022
O -2.15081 1.70363 1.82160
H 2.32718 2.10509 -1.62220
H 2.76546 1.49066 -2.90405
O 1.97950 1.56558 -2.34538
*
```

---

Entry ii
A 3-piece molecular cluster, C4H16NO3 overall, computed with the ωB97M-V functional and the def2-TZVPD basis.

Properties
HOMO level = -14.12 eV
frontier orbital gap = 0.422 Ha
LUMO level = -2.6 eV

The geometry in ORCA input format:
```
! RIJCOSX wB97M-V def2-TZVPD def2/J DEFGRID3
* xyz 1 1
O -0.76391 -1.38675 -1.66465
C -1.01275 0.00584 -1.72257
C -0.54806 0.62038 -0.39726
N 0.83906 -0.02729 -0.18091
C 1.02281 -0.30936 1.34258
C -0.38359 2.10815 -0.22269
H -1.49444 -1.96496 -1.97410
H -1.95525 0.34449 -2.01943
H -0.16232 0.29922 -2.51428
H -1.32465 0.34402 0.47684
H 0.82440 -0.96436 -0.70056
H 1.55059 0.51969 -0.56430
H 0.26801 -1.17378 1.59519
H 1.01972 0.59793 1.97258
H 1.98065 -0.69670 1.47670
H 0.69325 2.42773 -0.03839
H -0.85891 2.67929 -0.88179
H -0.79156 2.36750 0.80293
H 1.01810 -3.52987 -1.11631
H 2.33869 -2.65758 -1.39634
O 1.44578 -2.60306 -0.92365
H -1.94869 0.81059 2.68070
H -0.79181 1.35895 3.38543
O -0.96512 0.82993 2.58427
*
```

---

Entry iii
A 3-piece molecular cluster, C4H16NO3 overall, computed with the ωB97M-V functional and the def2-TZVPD basis.

Properties
HOMO level = -14.68 eV
frontier orbital gap = 0.431 Ha
LUMO level = -3.0 eV

The geometry in ORCA input format:
```
! RIJCOSX wB97M-V def2-TZVPD def2/J DEFGRID3
* xyz 1 1
C -1.27050 1.62192 0.57093
C -0.12557 0.82211 -0.15551
C -0.27085 0.76390 -1.73268
C -1.52492 -0.00568 -2.19486
O 0.88626 -0.06583 -2.01775
N 0.12107 -0.49834 0.38729
H -1.48829 2.38206 -0.07065
H -2.10784 1.04540 0.82922
H -0.90085 2.06435 1.49017
H 0.90627 1.41709 0.04391
H -0.16510 1.82727 -2.23469
H -1.83190 -0.67272 -1.50946
H -2.39544 0.54103 -2.44345
H -1.26093 -0.62043 -3.12249
H 1.68531 0.41104 -2.09789
H 0.26716 -0.55718 1.39069
H -0.62471 -1.21376 0.30893
H 0.96492 -0.71283 -0.21417
H 0.37898 -2.03825 3.62577
H -0.83365 -0.70857 3.56460
O 0.00701 -1.20424 3.18299
H 3.25759 -1.76601 -0.03107
H 3.31336 -1.60536 1.63035
O 3.01261 -1.22695 0.79980
*
```

---

The calculated energies rank the structures as follows, beginning with the most stable: entry i, entry iii, entry ii.